28
Properties=species:S:1:pos:R:3 method="wB97M-V/def2-TZVPD" largest_force_ev_per_a=4.54 multiplicity=1 total_energy_ha=-1011.78041 homo_ha=-0.1583 charge=-1
O 3.361 -2.427 -0.827
O 3.004 -1.045 -2.493
N 2.582 -1.824 -1.606
N -3.094 -1.633 -2.345
N 0.759 2.336 -0.946
N -2.080 -0.843 -2.723
N -2.850 -2.706 -1.566
N 0.810 3.533 -0.318
N 0.315 1.237 -0.298
N -0.984 -1.501 -2.088
C 0.141 3.949 2.068
C 1.167 -2.056 -1.484
C 0.281 -1.203 -2.134
C 0.015 1.759 0.978
C -0.635 -3.473 -0.723
C -1.498 -2.642 -1.390
C -0.354 3.322 3.198
C 0.688 -3.169 -0.776
C -0.470 1.172 2.084
C 0.327 3.201 0.970
C -0.655 1.964 3.206
H 0.652 -0.345 -2.662
H -0.510 3.902 4.099
H 0.372 5.003 2.061
H -1.008 -4.345 -0.203
H -1.041 1.513 4.110
H 1.411 -3.800 -0.280
H -0.706 0.120 2.087


123
Properties=species:S:1:pos:R:3 method="wB97M-V/def2-TZVPD" relative_energy_ev=8.913 largest_force_ev_per_a=9.29 multiplicity=1 total_energy_ha=-2704.13370 homo_ha=-0.4051 charge=+1
O 2.863 6.569 1.002
O -2.438 1.488 4.861
O 1.242 -4.771 -4.336
O 1.690 -3.070 1.607
O -3.186 -1.967 1.840
O 3.868 1.154 -0.212
O 6.298 -4.013 -2.461
O 2.710 1.370 4.138
O -0.611 -1.930 2.977
O -3.902 1.996 -1.223
O -0.670 -5.217 -2.082
O 2.688 5.061 -1.524
O 1.276 3.915 4.429
O -5.624 0.132 -2.805
O 2.833 -0.453 1.819
O -4.051 -4.033 -0.858
O -3.518 4.473 2.271
O -4.396 2.048 0.786
O 0.054 4.239 -1.920
O 4.234 -4.101 -4.310
O -4.317 1.369 -4.765
O 0.023 0.454 4.948
O -1.595 3.796 3.896
O 4.267 -4.963 1.680
O -5.887 -2.583 -2.840
O 4.547 1.108 -2.283
O 0.082 -4.244 -0.178
O -4.476 -1.418 0.355
O 2.491 6.229 3.701
N 0.011 -0.287 -1.133
C 1.219 -1.027 -0.707
C -0.238 2.323 1.807
C -0.218 0.035 -2.664
C 2.874 -2.894 -1.274
C -0.146 1.097 -0.429
C 1.506 -2.275 -1.611
C -1.774 -1.719 -2.104
C 0.760 3.437 1.460
C -1.236 -1.107 -0.815
C -1.396 -0.721 -3.165
C -0.070 0.999 1.170
H -5.804 -0.715 -2.739
H 4.021 -4.907 -4.770
H 2.002 6.600 0.683
H -3.404 -1.060 2.186
H -3.204 5.195 1.963
H 4.939 0.232 -2.413
H 2.847 -0.001 2.730
H 3.173 4.509 -1.045
H -0.637 -1.039 3.358
H 2.464 -3.694 1.456
H -0.868 -4.208 0.071
H -4.398 2.492 -1.808
H -4.384 1.344 -1.620
H 3.346 5.947 4.073
H 0.819 3.541 0.234
H -2.787 1.859 5.623
H 1.840 4.684 4.092
H -4.218 4.518 2.915
H -1.238 -2.770 -2.342
H 1.603 3.150 1.930
H 1.180 -3.357 0.946
H -0.956 0.850 4.969
H -0.064 4.331 -2.907
H -1.142 -1.282 -4.132
H 0.771 -5.089 -0.029
H 0.813 4.714 -1.884
H 3.212 0.810 0.343
H -4.879 0.157 -3.451
H 0.372 4.524 1.809
H -1.905 -0.366 -0.358
H 2.870 -3.325 -0.255
H 1.361 -2.212 -2.607
H 2.390 -1.225 2.020
H 0.976 0.694 1.809
H 0.759 -4.904 -3.412
H 1.901 0.865 4.528
H 0.172 -2.417 2.498
H -4.554 1.969 -4.025
H 4.497 -5.049 2.672
H -0.206 1.080 -3.024
H -5.231 -2.939 -2.415
H 3.384 -3.897 -4.325
H 4.212 1.026 -1.373
H 3.341 7.344 0.705
H 0.437 -4.427 -5.067
H -3.638 -4.402 -0.114
H -2.781 -1.583 -2.014
H 3.242 0.816 4.598
H -4.737 -2.314 0.174
H 5.060 -4.648 1.202
H 3.068 -3.795 -1.852
H 3.312 5.022 -2.186
H -0.762 4.064 3.568
H 1.522 3.150 3.926
H -0.824 0.326 1.542
H 6.796 -4.801 -2.854
H -0.978 1.687 -0.700
H -1.954 2.103 4.459
H -3.810 2.146 -0.040
H -3.404 1.668 -4.994
H 2.723 5.967 2.680
H -1.310 2.681 1.523
H -3.570 -4.471 -1.627
H 5.496 -4.124 -3.038
H 0.711 -0.247 -3.083
H -0.608 -4.863 -1.251
H -1.070 -1.810 0.031
H -0.251 1.923 3.040
H -0.772 -6.061 -2.010
H 0.116 0.209 5.932
H 0.599 1.573 -0.798
H -2.351 3.994 3.202
H -2.344 -2.036 2.156
H 3.601 -2.299 -1.400
H -3.863 -1.522 1.064
H 3.813 2.030 -0.001
H -4.090 2.895 1.254
H 1.016 -1.176 0.308
H 0.679 -2.845 -1.455
H 1.942 -0.271 -0.847
H -5.924 -2.970 -3.639
H -2.294 -0.087 -3.373


51
Properties=species:S:1:pos:R:3 method="wB97M-V/def2-TZVPD" largest_force_ev_per_a=0.57 multiplicity=1 total_energy_ha=-13912.35476 homo_ha=-0.4437 charge=+1
Cl 0.719 9.749 -3.779
Cl 4.900 -4.869 3.400
Cl -3.992 6.514 -3.843
Cl -2.524 4.450 -5.211
Cl -2.704 -3.417 1.837
Cl -3.839 8.419 2.439
Cl -5.411 4.409 -5.218
Cl -0.151 -2.673 3.656
Cl -1.910 8.979 -2.886
Cl -3.994 6.415 -6.725
Cl 5.180 -7.488 4.577
Cl -0.686 3.815 1.541
Cl -2.192 6.519 1.027
Cl -2.039 9.323 0.368
Cl -5.342 -3.686 0.693
Cl 4.766 -5.182 6.260
Cl -3.498 -5.899 0.605
Cl -0.693 1.937 3.722
Cl -1.565 11.383 -4.438
Cl 2.719 -2.641 3.896
Cl 7.278 -5.535 4.889
Cl -3.016 -3.567 -1.019
Cl 1.341 -0.425 2.659
Cl -2.808 3.889 3.502
Cl -2.655 1.711 1.621
Cl -1.232 8.801 -5.683
Cl -4.388 7.809 -0.327
Cl 1.117 -0.850 5.499
S 0.269 -5.573 0.085
O 1.794 -3.336 0.653
O 1.315 -6.107 -2.715
N 1.725 -5.232 -0.632
C 1.649 -5.128 -2.130
C 5.541 -5.777 4.799
C 2.442 -4.169 0.108
C -1.716 2.846 2.604
C -3.111 8.022 0.882
C -3.660 -4.133 0.541
C -3.982 5.450 -5.249
C 3.922 -4.353 0.096
C -0.998 9.730 -4.198
C 1.265 -1.640 3.934
C 1.954 -3.782 -2.706
H 4.270 -4.528 -0.924
H 0.018 -6.701 -0.609
H 1.443 -2.987 -2.162
H 3.027 -3.586 -2.640
H 4.412 -3.480 0.518
H 4.160 -5.240 0.684
H 1.668 -3.791 -3.752
H -0.648 -4.785 -0.540


31
Properties=species:S:1:pos:R:3 method="wB97M-V/def2-TZVPD" relative_energy_ev=1.053 largest_force_ev_per_a=2.39 multiplicity=1 total_energy_ha=-3452.56317 homo_ha=-0.6205 charge=+3
Re 0.424 -1.036 0.416
Sb 4.234 -0.437 2.360
Cl -0.298 7.491 -0.938
S 4.204 1.696 2.965
S 4.547 -2.635 2.273
S 0.571 -1.591 2.446
S -0.405 -2.281 -1.362
S 2.468 -0.222 -0.075
O -0.038 0.913 0.098
O 2.153 1.434 0.062
N -1.947 -4.442 -1.590
N -1.311 -3.872 0.573
C -1.297 -3.641 -0.723
C -1.011 4.944 -0.520
C -0.739 3.624 -0.290
C -2.615 -5.536 -1.166
C 0.876 1.811 -0.023
C 1.378 5.428 -0.627
C -2.638 -5.824 0.174
C 1.657 4.107 -0.415
C -1.972 -4.940 1.024
C 0.041 5.862 -0.680
C 0.604 3.179 -0.232
H 2.682 3.763 -0.400
H -3.113 -6.138 -1.915
H -2.033 5.291 -0.580
H -1.546 2.916 -0.159
H -1.966 -5.092 2.097
H -1.940 -4.220 -2.583
H -3.151 -6.697 0.551
H 2.177 6.143 -0.762


31
Properties=species:S:1:pos:R:3 method="wB97M-V/def2-TZVPD" s_squared=8.8037 relative_energy_ev=0.258 largest_force_ev_per_a=0.52 multiplicity=6 total_energy_ha=-3615.59706 homo_ha="-0.2370 / -0.3214" charge=0
Co 0.846 -0.168 -0.183
S -1.832 -3.495 -3.314
S 0.766 -2.777 -2.259
S 3.153 -2.022 -0.753
F 4.790 2.371 0.066
F 3.289 3.354 1.289
F 3.317 3.664 -0.855
O 1.741 1.523 -0.982
O 2.671 0.632 0.801
N -0.230 0.889 1.256
N -1.068 -0.649 -0.763
N -1.648 -1.548 -1.564
C -1.633 -5.119 -2.546
C -1.955 0.203 -0.213
C -2.384 1.923 1.521
C -1.526 1.026 0.858
C 0.211 1.591 2.307
C -1.911 2.639 2.590
C -0.972 -2.450 -2.178
C 2.575 1.543 -0.045
C -0.585 2.468 3.008
C 3.508 2.760 0.103
C 1.580 -1.978 -1.049
H -2.562 3.331 3.109
H -3.404 2.029 1.177
H -0.587 -5.369 -2.388
H -2.180 -5.177 -1.607
H -0.180 3.010 3.849
H -2.055 -5.832 -3.253
H 1.248 1.433 2.571
H -2.983 0.196 -0.551


24
Properties=species:S:1:pos:R:3 method="wB97M-V/def2-TZVPD" relative_energy_ev=2.063 largest_force_ev_per_a=1.64 multiplicity=1 total_energy_ha=-1544.67608 homo_ha="-0.2888 / -0.2785" charge=0
I -1.977 -1.988 -0.145
I 2.663 -0.100 0.146
I -0.302 0.217 2.763
Pd -0.107 0.084 0.106
F -0.117 0.303 -1.900
C -1.281 2.660 -0.008
C -2.270 3.660 -0.028
C -1.655 1.351 0.002
C 2.564 -0.005 2.252
C -3.996 1.956 -0.019
C -5.720 0.255 0.004
C -4.749 -0.753 -0.018
C -3.590 3.308 -0.016
C -5.354 1.572 -0.001
C -3.428 -0.405 -0.040
C -2.994 0.936 -0.030
H -6.758 -0.034 0.019
H -5.042 -1.790 -0.015
H -4.347 4.080 0.000
H 2.833 -0.931 2.731
H 2.959 0.903 2.674
H -6.112 2.339 0.012
H -0.227 2.935 0.019
H -1.964 4.696 -0.029


21
Properties=species:S:1:pos:R:3 method="wB97M-V/def2-TZVPD" relative_energy_ev=2.057 largest_force_ev_per_a=3.49 multiplicity=1 total_energy_ha=-533.40750 homo_ha=-0.2702 charge=0
N 0.182 -1.990 -0.144
N 2.453 -1.150 -0.080
C -2.135 0.717 0.946
C 1.483 -2.112 -0.288
C -1.273 1.794 1.063
C 0.130 1.640 0.719
C -1.631 -0.586 0.480
C 2.032 0.116 0.105
C -0.332 -0.708 0.049
C 2.964 1.119 0.581
C 0.568 0.474 -0.127
C 2.462 2.254 1.128
C 1.023 2.527 1.226
H 1.828 -3.124 -0.519
H -3.171 0.844 1.254
H 4.020 0.945 0.563
H 0.651 3.341 1.820
H -1.601 2.739 1.461
H -2.181 -1.484 0.584
H 0.493 0.739 -1.181
H 3.147 3.017 1.473


22
Properties=species:S:1:pos:R:3 method="wB97M-V/def2-TZVPD" relative_energy_ev=5.215 largest_force_ev_per_a=5.37 multiplicity=1 total_energy_ha=-608.53917 homo_ha="-0.3015 / -0.2881" charge=0
O 0.154 0.692 2.100
N -1.173 -1.758 1.340
N 1.451 -2.735 3.436
C 0.109 2.466 0.575
C 0.770 -2.107 2.771
C 0.497 2.897 -0.647
C 0.609 -1.329 0.229
C 0.907 1.955 -1.618
C -0.909 -1.496 0.076
C 0.656 0.155 -0.137
C 0.982 0.648 -1.395
C 0.138 -1.584 1.710
C 0.282 1.054 0.897
C -1.925 -1.521 -0.975
H -1.510 -1.552 -2.010
H 1.130 2.201 -2.642
H 0.580 3.967 -0.866
H 1.236 -0.020 -2.187
H -0.043 3.201 1.326
H 1.506 -1.902 -0.088
H -2.648 -2.457 -0.906
H -2.798 -0.775 -0.990


24
Properties=species:S:1:pos:R:3 method="wB97M-V/def2-TZVPD" largest_force_ev_per_a=3.07 multiplicity=1 total_energy_ha=-759.12194 homo_ha=-0.2525 charge=0
O 4.186 -1.124 3.801
O 2.996 -2.474 5.197
O 1.331 -3.445 6.421
N 0.197 -0.565 1.978
N 3.332 0.245 1.023
C -1.271 1.238 1.470
C 1.757 -0.890 3.925
C 0.899 -1.714 4.754
C -2.079 -1.025 1.471
C 2.567 -0.342 1.685
C -0.815 -1.452 1.837
C -0.012 0.769 1.820
C 1.617 -2.635 5.564
C -2.327 0.342 1.314
C 1.551 -1.068 2.441
C 3.132 -1.462 4.278
H -0.178 -1.631 4.818
H -3.338 0.696 1.109
H 0.859 1.418 1.967
H -0.539 -2.490 2.016
H 1.712 0.196 4.156
H -1.388 2.313 1.345
H 1.560 -2.147 2.222
H -2.845 -1.784 1.341


26
Properties=species:S:1:pos:R:3 method="wB97M-V/def2-TZVPD" s_squared=6.0480 relative_energy_ev=1.882 largest_force_ev_per_a=9.15 multiplicity=5 total_energy_ha=-964.52666 homo_ha="-0.5940 / -0.6043" charge=+2
Rh -0.426 2.661 -1.421
O -3.416 5.785 -0.046
O -1.422 0.069 -0.623
O 2.218 3.245 -0.431
O 2.854 -2.004 -3.676
O -0.474 2.623 -4.372
N 1.548 -0.061 0.723
C -1.293 -2.955 2.021
C 0.248 -2.131 0.137
C -2.761 4.796 -0.117
C -0.849 -3.014 0.673
C -0.842 1.078 -0.792
C 1.120 2.950 -0.571
C 2.427 -1.180 -2.940
C -0.602 -2.087 2.916
C -0.528 2.997 -3.290
C 0.476 -1.291 2.407
C 0.798 -1.132 1.018
H -1.051 -2.119 4.060
H 1.085 -0.692 3.146
H 1.502 0.315 -0.197
H 0.727 -2.079 -0.814
H 1.903 0.336 1.548
H -2.183 -3.609 2.340
H 0.326 1.120 -1.602
H -1.384 -3.618 -0.097


32
Properties=species:S:1:pos:R:3 method="wB97M-V/def2-TZVPD" s_squared=6.0221 relative_energy_ev=0.000 largest_force_ev_per_a=0.33 multiplicity=5 total_energy_ha=-5399.66992 homo_ha="-0.0626 / -0.0799" charge=-2
Rh 1.337 -0.402 2.705
As 4.090 -0.422 4.369
S 4.551 -2.317 5.147
S -0.499 -1.936 2.515
S 3.645 -0.527 2.189
S 1.923 -0.111 4.966
S 5.165 1.304 4.888
S -0.217 1.331 2.052
O 1.199 -0.713 -0.065
N -4.573 -2.624 -2.022
N -4.169 1.425 -2.628
N 1.195 0.696 -1.832
C -1.275 0.327 1.094
C 1.506 0.354 -0.561
C -3.006 -1.184 -0.541
C 0.400 -0.245 -2.601
C -2.025 0.923 0.075
C 1.545 2.012 -2.328
C -2.876 0.200 -0.746
C -3.593 0.877 -1.795
C -1.394 -1.077 1.292
C -2.273 -1.790 0.466
C -3.876 -1.984 -1.365
H 0.922 -1.197 -2.707
H 0.208 0.177 -3.586
H 2.626 2.171 -2.323
H 1.075 2.806 -1.743
H 2.021 1.136 0.015
H -2.359 -2.859 0.610
H 1.199 2.105 -3.356
H -0.552 -0.445 -2.102
H -1.921 1.990 -0.081


44
Properties=species:S:1:pos:R:3 method="wB97M-V/def2-TZVPD" relative_energy_ev=0.346 largest_force_ev_per_a=4.01 multiplicity=1 total_energy_ha=-7107.26744 homo_ha=-0.1239 charge=-2
Br 3.104 -0.616 3.271
Br 0.079 -1.927 4.638
O 0.373 1.909 2.462
O 0.678 -1.658 -3.178
O -2.401 -2.102 1.214
O 1.488 0.406 -4.171
O 3.920 -0.882 -6.321
O -2.643 2.593 -3.519
O -4.567 -0.370 -0.915
O 0.649 1.793 0.249
O 2.568 -0.638 -2.324
O -2.925 0.746 -2.300
O 0.768 3.782 1.236
O -3.470 1.802 -0.285
O 2.146 1.509 -6.021
O 2.380 -1.331 -0.185
O -5.199 -2.169 0.270
O 2.713 -1.546 -4.556
O -3.099 3.932 -1.048
O -0.091 -2.545 -1.262
O -2.352 -0.343 -0.166
N 0.209 -0.760 1.565
C 0.585 2.554 1.246
C -2.948 -1.320 0.467
C -2.963 2.041 -2.499
C 2.556 -0.612 5.146
C 1.059 -0.323 5.282
C 3.059 -0.705 -5.506
C -4.367 -1.391 -0.118
C 2.131 0.529 -5.341
C 0.730 -1.932 -1.881
C -3.292 2.755 -1.161
C 1.994 -1.243 -1.327
B -3.357 0.456 -0.925
B 1.836 -0.889 -3.574
H 2.704 -1.586 5.603
H 0.596 -1.281 2.350
H 0.709 0.524 4.695
H 1.000 -0.732 0.895
H -0.568 -1.359 1.255
H 3.116 0.163 5.665
H 0.359 2.678 3.054
H 0.726 -0.145 6.302
H 0.005 0.234 1.719


28
Properties=species:S:1:pos:R:3 method="wB97M-V/def2-TZVPD" largest_force_ev_per_a=2.04 multiplicity=1 total_energy_ha=-2090.22510 homo_ha=-0.2296 charge=-1
Cl 2.245 3.585 -1.584
Cl -0.277 3.805 0.312
Cl -0.644 3.595 -2.729
O -4.482 0.363 3.526
O 0.322 1.581 -1.227
N -0.686 0.403 0.863
N -1.620 0.417 2.905
C -2.024 0.404 0.640
C 1.203 -0.529 -0.630
C 2.556 -2.500 -0.268
C 1.940 -3.121 -1.362
C 0.792 -1.040 -1.875
C -2.623 0.395 1.949
C 0.508 0.777 -0.116
C -4.050 0.394 2.387
C 2.239 -1.172 0.095
C -0.479 0.432 2.215
C 1.105 -2.366 -2.188
B 0.438 3.041 -1.303
H 0.497 0.465 2.654
H 1.092 1.276 0.694
H 2.185 -4.152 -1.628
H 3.304 -3.049 0.303
H 0.134 -0.438 -2.510
H 0.689 -2.766 -3.099
H -4.645 0.422 1.433
H -2.411 0.407 -0.402
H 2.693 -0.628 0.943